Below is one molecule with the formula CH5N3O, with properties calculated with wB97M-V/def2-TZVPD.

```
10
Properties=species:S:1:pos:R:3:mulliken_charge:R:1
N 1.58 -0.57 -0.22 -0.509
N 1.22 0.85 -0.25 -0.399
C -0.09 1.06 0.02 -0.065
N -0.90 -0.08 0.24 -0.247
O -2.12 -0.04 -0.43 -0.432
H 1.19 -1.03 0.59 0.187
H 2.64 -0.64 -0.31 0.276
H -0.50 2.02 0.17 0.423
H -0.25 -1.03 -0.03 0.404
H -2.78 -0.55 0.21 0.361
```

## Properties
Energy above the lowest of the compared OMol25 structures with the same formula, charge and spin   88.1 kcal per mole
HOMO energy   -8.50 eV
Total charge   0
Kohn-Sham gap   9.3 eV
SMILES string   N/N=C\NO

=====

Below is one molecule with the formula C3H7NO2, with properties calculated with wB97M-V/def2-TZVPD.

```
13
Properties=species:S:1:pos:R:3:mulliken_charge:R:1
C 0.26 1.39 -0.25 -1.050
C 0.04 -0.03 0.44 0.486
N 0.99 -1.10 0.13 -0.757
C -1.40 -0.32 0.07 0.201
O -2.36 0.51 0.22 -0.627
O -1.43 -1.58 -0.28 -0.487
H 0.88 2.04 0.30 0.326
H 0.90 1.20 -1.24 0.238
H -0.72 1.71 -0.62 0.338
H -0.06 -0.06 1.55 0.317
H 1.72 -1.00 0.83 0.293
H 1.63 -0.97 -0.72 0.241
H -0.44 -1.79 -0.41 0.481
```

## Properties
Energy above the lowest of the compared OMol25 structures with the same formula, charge and spin   42.0 kcal per mole
HOMO energy   -9.95 eV
Total charge   0
Kohn-Sham gap   10.5 eV
SMILES string   C[C@H](N)C(=O)O

=====

Below is one molecule with the formula C19H22N6O2S, with properties calculated with wB97M-V/def2-TZVPD.

```
50
Properties=species:S:1:pos:R:3:mulliken_charge:R:1
C 1.00 -7.51 -2.80 -0.790
N 1.45 -6.23 -2.25 0.639
C 2.32 -6.19 -1.17 -0.806
C 2.61 -4.88 -0.96 0.552
N 3.44 -4.48 0.08 -0.354
S 4.05 -2.87 0.34 1.364
O 4.96 -2.91 1.51 -0.710
O 4.72 -2.56 -0.94 -0.657
C 2.59 -1.81 0.63 -0.195
C 1.68 -2.05 1.66 -0.495
C 0.57 -1.24 1.77 -0.724
C 0.27 -0.19 0.85 0.740
C -0.93 0.63 0.97 0.661
C -2.10 0.16 1.55 -0.449
C -3.17 1.03 1.75 -0.533
N -3.19 2.29 1.33 -0.565
C -2.12 2.78 0.70 -0.366
N -2.10 4.09 0.30 0.248
C -1.34 5.02 1.21 -0.420
C -1.23 6.47 0.70 -0.842
N -2.50 6.97 0.18 -0.354
C -3.10 6.04 -0.83 -0.916
C -3.34 4.65 -0.30 -0.428
C -0.98 2.00 0.55 -0.220
C 1.21 0.04 -0.17 -0.746
C 2.33 -0.78 -0.31 -0.468
C 1.87 -4.18 -2.02 -0.417
N 1.24 -5.01 -2.79 -0.874
H 0.20 -7.95 -2.18 0.290
H 1.83 -8.24 -2.80 0.287
H 0.54 -7.40 -3.77 0.305
H 2.62 -7.05 -0.60 0.443
H 4.20 -5.09 0.33 0.279
H 1.86 -2.85 2.35 0.473
H -0.09 -1.41 2.64 0.364
H -2.17 -0.93 1.89 0.365
H -4.06 0.58 2.22 0.343
H -0.35 4.64 1.40 0.308
H -1.87 5.05 2.19 0.288
H -0.46 6.51 -0.06 0.334
H -0.88 7.10 1.50 0.396
H -3.16 7.11 0.94 0.302
H -4.02 6.43 -1.23 0.419
H -2.40 5.98 -1.67 0.322
H -4.16 4.70 0.44 0.317
H -3.71 3.99 -1.10 0.373
H -0.12 2.52 0.20 0.441
H 1.04 0.84 -0.86 0.436
H 3.02 -0.71 -1.12 0.558
H 1.92 -3.10 -2.24 0.481
```

## Properties
Energy above the lowest of the compared OMol25 structures with the same formula, charge and spin   57.7 kcal per mole
HOMO energy   -8.39 eV
Total charge   0
Kohn-Sham gap   7.9 eV
SMILES string   Cn1cc(NS(=O)(=O)c2ccc(-c3ccnc(N4CCNCC4)c3)cc2)cn1

=====

Below is C16H20B2Cl3F4GeN7O4S2Sc as an isolated structure, with properties calculated with wB97M-V/def2-TZVPD.

```
60
Properties=species:S:1:pos:R:3:lowdin_spin:R:1
Sc -0.02 0.66 0.26 0.004
C 4.41 0.98 1.64 0.000
C 3.15 0.32 1.19 0.000
N 2.05 0.28 1.83 0.000
O 2.08 0.96 3.03 0.000
B 0.86 1.17 3.67 0.000
F 0.40 2.13 1.27 0.000
F 0.88 1.97 4.71 0.000
O -0.37 0.55 3.42 0.000
N -0.45 -0.29 2.34 0.001
C -0.67 -1.52 2.60 0.000
C -0.90 -2.11 3.94 0.000
C -0.60 -2.40 1.37 0.008
N -0.38 -1.77 0.29 0.011
O -0.19 -2.66 -0.80 0.001
B 1.41 -2.71 -1.12 0.000
F 1.43 -3.62 -2.13 0.000
F 2.03 -3.05 0.04 0.000
O 1.71 -1.37 -1.64 0.000
N 1.89 -0.45 -0.61 0.000
C 3.05 -0.47 -0.07 0.000
C 4.24 -1.23 -0.54 0.000
C -0.71 -3.88 1.48 0.001
H 4.19 1.84 2.26 0.000
H 5.02 1.28 0.79 0.000
H 5.00 0.28 2.24 0.000
H -0.89 -1.34 4.71 0.000
H -0.12 -2.85 4.17 0.000
H -1.86 -2.62 3.96 0.000
H 4.02 -1.83 -1.41 0.000
H 4.61 -1.87 0.27 0.000
H 5.03 -0.52 -0.78 0.000
H -1.01 -4.20 2.47 0.000
H 0.26 -4.34 1.23 0.000
H -1.42 -4.25 0.74 0.000
C -5.47 1.62 2.67 0.044
S -5.54 0.53 1.23 0.314
C -3.91 0.70 0.60 0.034
S -3.47 -0.95 0.48 0.551
N -3.38 1.83 0.41 -0.011
N -2.05 1.89 -0.03 0.004
C -1.82 3.01 -0.60 -0.004
C -0.52 3.33 -1.21 0.000
C -0.26 4.61 -1.63 -0.001
C 0.98 4.90 -2.18 0.000
C 1.90 3.88 -2.32 -0.001
C 1.55 2.61 -1.90 0.000
N 0.37 2.33 -1.34 -0.001
H -6.46 1.60 3.11 0.002
H -4.73 1.26 3.39 0.007
H -5.21 2.62 2.33 0.008
H -2.62 3.74 -0.67 0.000
H -1.02 5.38 -1.52 0.000
H 1.22 5.91 -2.50 0.000
H 2.87 4.05 -2.76 0.000
H 2.23 1.77 -2.02 0.000
Cl -1.31 -0.14 -2.12 0.022
Ge -0.92 -2.19 -2.54 0.002
Cl 0.10 -2.30 -4.33 0.000
Cl -2.58 -3.43 -2.37 0.002
```

## Properties
Energy above the lowest of the compared OMol25 structures with the same formula, charge and spin   0.0 kcal per mole
HOMO energy (spin up / spin down)   -14.29 / -14.32 eV
Total charge   +2
Kohn-Sham gap (spin up / spin down)   7.5 / 6.5 eV
2S+1   2

=====

Below is one molecule with the formula CHFO2, with properties calculated with wB97M-V/def2-TZVPD.

```
5
Properties=species:S:1:pos:R:3:mulliken_charge:R:1
C 0.40 0.09 0.07 0.307
O -0.82 0.08 0.03 0.104
O -1.69 -0.89 0.03 -0.540
F 0.84 1.31 0.03 -0.166
H 1.27 -0.59 -0.16 0.295
```

## Properties
Energy above the lowest of the compared OMol25 structures with the same formula, charge and spin   149.8 kcal per mole
HOMO energy (spin up / spin down)   -9.75 / -9.75 eV
Total charge   0
Kohn-Sham gap (spin up / spin down)   9.5 / 9.5 eV

=====

Below is one molecule with the formula C3H5N2OP, with properties calculated with wB97M-V/def2-TZVPD.

```
12
Properties=species:S:1:pos:R:3:mulliken_charge:R:1
N -1.56 -1.43 1.01 -0.419
P -0.63 -0.17 1.44 0.143
N -1.12 1.03 0.05 -0.575
C -0.14 1.37 -0.69 0.048
C 1.21 0.77 -0.86 -0.253
C 1.56 -0.27 -0.15 -0.017
O 0.85 -0.82 0.91 -0.336
H -1.78 -1.57 0.03 0.265
H -2.35 -1.52 1.68 0.270
H -0.57 2.15 -1.42 0.303
H 2.09 1.22 -1.50 0.220
H 2.44 -0.76 -0.52 0.351
```

## Properties
Energy above the lowest of the compared OMol25 structures with the same formula, charge and spin   30.1 kcal per mole
HOMO energy   -8.78 eV
Total charge   0
Kohn-Sham gap   9.4 eV
SMILES string   NP1N=CC=CO1

=====

One value per record, in order, for electronic energy: -7631.81673, -8808.70881, -43928.48021, -184209.80050, -7859.99189, -17507.58580 eV.
One value per record, in order, for molecular weight: 75.1, 89.1, 398.5, 760.1, 64.0, 116.1 g mol⁻¹.